# 1
Density functional theory data (ωB97M-V/def2-TZVPD) for 19 unconnected molecules or ions with the total composition C22H10Cl72N.

Each line ends with the Mulliken charge.
CARTESIAN COORDINATES (ANGSTROEM)
C -1.26708 0.28752 3.91577  -0.477
C 0.20281 -0.04231 4.16707  -0.012
C 0.75247 0.37792 5.55278  0.708
C -0.08146 -0.23668 6.68060  -1.451
N 0.81541 1.79723 5.75224  -1.004
H -1.93867 -0.21431 4.62223  -0.009
H -1.42651 1.36477 3.99923  0.090
H -1.55854 -0.04167 2.91014  0.267
H 0.33969 -1.12448 3.99363  -0.389
H 0.80420 0.47494 3.40544  0.308
H 1.74993 -0.14026 5.62020  0.134
H -0.07046 -1.33658 6.68739  0.204
H 0.32834 0.12201 7.63026  0.416
H -1.11719 0.11184 6.62482  0.269
H 1.37150 2.17291 4.97930  0.101
C -2.25859 0.14679 -0.86832  -0.066
Cl -2.84159 1.60342 -1.68059  -0.101
Cl -3.57877 -0.61246 0.02463  0.034
Cl -1.62643 -0.98484 -2.07527  0.104
Cl -0.96765 0.57023 0.24421  0.097
C -5.49670 -2.53241 3.13808  0.325
Cl -6.05042 -1.34940 1.94792  -0.080
Cl -6.82376 -2.90458 4.25117  -0.129
Cl -5.00945 -4.01027 2.30056  -0.110
Cl -4.13532 -1.86698 4.02020  -0.008
C 2.50034 0.50816 -3.18941  -0.064
Cl 3.91627 1.50372 -2.88096  0.030
Cl 1.62414 1.12125 -4.60429  -0.012
Cl 2.96200 -1.17270 -3.45903  0.017
Cl 1.44565 0.56126 -1.78930  0.109
C 2.36944 -4.13347 3.69228  0.248
Cl 2.30197 -3.28758 5.22439  -0.099
Cl 2.04677 -5.86837 3.94264  -0.103
Cl 1.16333 -3.46850 2.60462  -0.058
Cl 3.97926 -3.96272 2.97428  0.021
C 5.23757 4.14867 -0.15501  0.261
Cl 6.51382 3.25804 -1.00475  -0.121
Cl 5.90984 5.58784 0.60328  -0.081
Cl 3.99655 4.62173 -1.31331  -0.063
Cl 4.52665 3.11657 1.08161  -0.057
C -10.26368 0.26345 1.69649  0.292
Cl -9.20710 1.67164 1.87017  -0.087
Cl -10.55600 -0.03933 -0.01871  -0.106
Cl -9.48046 -1.13436 2.42128  -0.042
Cl -11.79222 0.58505 2.51469  -0.076
C 5.74672 2.75172 -6.89386  0.224
Cl 5.65380 3.93180 -8.19857  -0.107
Cl 4.12137 2.40461 -6.27577  0.029
Cl 6.42800 1.23659 -7.49593  -0.091
Cl 6.74521 3.39199 -5.59502  -0.088
C 2.11250 7.54405 2.62071  0.266
Cl 3.39039 8.69381 3.07767  -0.143
Cl 1.19074 8.23172 1.27851  -0.121
Cl 2.86385 6.03622 2.11396  0.085
Cl 1.05146 7.25086 3.98383  -0.061
C 4.07759 -2.35158 -8.53901  0.163
Cl 4.69848 -2.33344 -10.19070  -0.117
Cl 5.29545 -3.04119 -7.45734  -0.115
Cl 3.69478 -0.71825 -8.02528  0.112
Cl 2.61603 -3.34303 -8.48806  0.004
C 2.35660 -5.76534 -11.66279  0.322
Cl 1.22029 -6.14575 -10.36615  -0.081
Cl 1.94108 -4.19959 -12.36396  -0.081
Cl 3.99164 -5.69842 -11.01257  -0.067
Cl 2.26207 -7.01437 -12.90837  -0.112
C -11.79549 2.34912 6.61707  0.319
Cl -11.31602 3.59454 7.77028  -0.104
Cl -13.42527 2.70236 6.01923  -0.112
Cl -10.67688 2.31622 5.26340  -0.001
Cl -11.80106 0.77591 7.41915  -0.098
C 2.03162 -5.30897 -2.79757  0.097
Cl 2.74771 -5.00138 -4.38425  -0.036
Cl 3.29140 -5.73095 -1.63923  0.013
Cl 1.23614 -3.84186 -2.23427  -0.011
Cl 0.86299 -6.62360 -2.92548  -0.105
C 1.16274 11.35506 6.73767  0.318
Cl 2.44682 11.79133 7.87231  -0.109
Cl 1.87102 10.66057 5.28428  -0.001
Cl 0.09028 10.17583 7.48865  -0.096
Cl 0.24233 12.80650 6.31856  -0.113
C -1.29616 -1.95762 -6.14312  0.030
Cl -2.68329 -1.04565 -5.55265  -0.098
Cl -0.39728 -2.60606 -4.77202  0.103
Cl -1.84965 -3.29244 -7.16649  -0.110
Cl -0.25999 -0.89714 -7.09621  0.091
C -2.86752 3.84045 1.88837  0.128
Cl -2.98746 4.61937 3.45915  -0.100
Cl -3.38874 2.16784 2.01469  0.031
Cl -3.90033 4.69512 0.71701  -0.131
Cl -1.19385 3.89955 1.33370  -0.025
C 0.32443 -9.20565 7.04492  0.302
Cl -1.01693 -8.71354 8.07935  -0.105
Cl 1.67780 -9.73437 8.05119  -0.105
Cl -0.19189 -10.54763 6.01477  -0.109
Cl 0.82715 -7.85006 6.04347  -0.031
C -0.44322 2.70599 -9.37826  0.281
Cl 0.23137 2.81599 -11.00747  -0.110
Cl 0.80043 2.10468 -8.27836  -0.015
Cl -0.96419 4.30487 -8.84603  -0.104
Cl -1.82097 1.60785 -9.38467  -0.093
C 6.73548 -5.05777 0.90427  0.231
Cl 5.41583 -6.21898 0.72044  -0.046
Cl 7.20427 -4.97157 2.60031  -0.076
Cl 8.11542 -5.58378 -0.06595  -0.117
Cl 6.19300 -3.47526 0.35383  -0.033

Atomic forces in eV per Å
C 0.1 0.0 -0.1
C -0.2 -0.4 -0.2
C 0.1 0.4 0.1
C 0.0 0.0 0.1
N -0.1 -0.2 -0.1
H 0.1 0.1 0.0
H 0.0 -0.1 0.1
H -0.1 0.1 0.1
H 0.1 0.1 0.1
H 0.0 -0.1 0.1
H 0.0 0.0 0.0
H 0.0 0.0 -0.1
H 0.0 -0.1 -0.1
H 0.0 0.0 0.0
H 0.0 0.1 0.0
C 0.1 -0.1 0.0
Cl 0.0 0.0 0.0
Cl 0.1 0.0 -0.1
Cl -0.2 -0.1 0.0
Cl 0.1 -0.1 0.1
C 0.1 0.0 0.0
Cl -0.1 0.0 0.0
Cl 0.0 0.0 0.0
Cl 0.0 0.0 0.0
Cl 0.0 0.0 0.0
C -0.1 -0.1 0.2
Cl 0.2 -0.1 -0.1
Cl -0.1 0.0 0.0
Cl 0.2 0.0 -0.3
Cl -0.1 0.1 0.1
C 0.0 0.0 0.1
Cl 0.0 0.0 0.1
Cl 0.1 0.1 -0.1
Cl -0.1 0.0 -0.2
Cl -0.1 0.1 0.1
C -0.1 -0.1 0.0
Cl 0.0 0.0 0.0
Cl 0.2 0.1 0.0
Cl -0.1 0.1 -0.1
Cl 0.0 -0.1 0.0
C 0.1 0.1 0.0
Cl 0.0 0.0 0.0
Cl 0.0 0.0 0.0
Cl -0.1 -0.1 0.0
Cl -0.1 -0.1 -0.1
C -0.2 -0.2 0.0
Cl 0.0 0.0 -0.1
Cl 0.1 0.2 -0.1
Cl 0.3 0.1 0.0
Cl 0.0 0.0 0.1
C 0.1 0.0 0.0
Cl 0.0 0.0 0.0
Cl -0.1 0.0 -0.1
Cl -0.1 -0.1 0.0
Cl 0.0 0.0 0.1
C -0.1 -0.1 0.0
Cl 0.1 0.1 -0.1
Cl 0.0 0.0 0.0
Cl -0.1 0.1 0.1
Cl 0.0 0.0 0.1
C 0.0 0.0 0.0
Cl 0.0 0.0 0.0
Cl 0.0 0.0 0.0
Cl 0.1 -0.1 0.0
Cl 0.0 0.0 0.0
C -0.1 0.0 0.0
Cl 0.0 0.0 0.0
Cl 0.0 0.0 0.0
Cl 0.1 0.1 0.0
Cl 0.0 0.0 0.0
C 0.0 0.1 0.1
Cl 0.1 0.0 -0.1
Cl 0.0 0.0 -0.1
Cl -0.2 0.0 0.2
Cl 0.0 0.0 0.0
C 0.0 0.0 0.0
Cl 0.0 0.0 0.0
Cl 0.0 0.0 0.0
Cl 0.0 0.0 0.0
Cl 0.0 0.0 0.0
C 0.0 0.0 0.0
Cl -0.1 0.0 0.0
Cl 0.1 0.0 -0.1
Cl 0.0 0.0 0.0
Cl 0.1 0.0 0.0
C 0.1 0.0 0.0
Cl 0.0 0.0 0.1
Cl -0.2 0.1 0.0
Cl 0.0 0.0 0.0
Cl 0.0 0.1 0.0
C 0.0 0.0 0.0
Cl 0.0 0.0 0.0
Cl 0.0 0.0 0.0
Cl 0.0 0.0 0.0
Cl 0.0 0.0 0.1
C 0.0 0.0 0.0
Cl 0.0 0.0 0.0
Cl 0.1 0.0 0.0
Cl 0.0 0.0 0.0
Cl 0.0 0.0 0.0
C -0.1 0.0 0.0
Cl 0.1 -0.2 0.1
Cl 0.1 0.0 0.0
Cl 0.0 0.0 0.0
Cl 0.0 0.1 0.0

Properties
HOMO energy in eV: -1.703
Energy above the lowest of the compared OMol25 structures with the same formula, charge and spin in kJ/mol: 0.0
Charge: -1
DFT total energy in a.u.: -34032.62221

# 2
Density functional theory data (ωB97M-V/def2-TZVPD) for C20H35NOS in the gas phase.

Each line ends with the Mulliken charge.
CARTESIAN COORDINATES (ANGSTROEM)
C 0.18871 5.14396 1.31868  -1.269
C -1.19585 4.50609 1.31234  -0.152
C -1.61833 4.00562 -0.06924  -0.855
C -0.79793 2.81076 -0.54860  0.473
C -1.31695 2.24373 -1.86709  -1.210
C -0.50874 1.02700 -2.30700  0.765
C -1.01402 0.42295 -3.61437  -0.956
C -0.29534 -0.89202 -3.92024  -0.697
N -0.58207 -1.84849 -2.87172  0.159
C 0.32652 -2.96467 -2.73299  -0.252
C 0.18563 -4.04448 -3.80989  -1.684
C 0.12574 -3.57669 -1.32769  -0.619
O 1.19242 -4.47888 -1.10587  -0.592
C 0.08013 -2.47213 -0.30058  0.755
C -1.12546 -2.03415 0.23373  -0.749
C -1.15330 -1.01039 1.15683  -1.225
C 0.02914 -0.39760 1.56634  1.286
S -0.15038 0.91504 2.73769  -0.116
C 1.54226 1.22454 3.39705  0.573
C 1.47734 2.51958 4.19140  -1.444
C 1.99180 0.05403 4.25487  -1.398
C 1.23581 -0.82197 1.02846  -0.492
C 1.25292 -1.85373 0.10775  -0.827
H 0.40955 5.56207 2.29907  0.366
H 0.95552 4.41180 1.07884  0.244
H 0.24126 5.94765 0.58691  0.392
H -1.92419 5.24522 1.65518  0.372
H -1.21551 3.66945 2.01417  0.082
H -2.66970 3.71073 -0.02557  0.329
H -1.53448 4.82105 -0.79231  0.344
H -0.83295 2.02822 0.21121  -0.374
H 0.24488 3.10534 -0.67782  0.335
H -2.36430 1.95643 -1.74819  0.413
H -1.27173 3.01512 -2.64050  0.356
H -0.55712 0.25773 -1.53503  -0.577
H 0.53921 1.31163 -2.42627  0.213
H -0.85801 1.12131 -4.43916  0.398
H -2.08626 0.23141 -3.53384  0.323
H -0.58419 -1.24657 -4.92469  0.311
H 0.78405 -0.71741 -3.92497  0.403
H -1.53954 -2.17568 -2.94525  0.273
H 1.34566 -2.56417 -2.75922  0.370
H 0.86373 -4.86431 -3.59307  0.414
H 0.42542 -3.63575 -4.78880  0.407
H -0.83430 -4.42639 -3.82882  0.343
H -0.83280 -4.12278 -1.31329  0.349
H 1.15024 -4.78191 -0.19265  0.390
H -2.05001 -2.49950 -0.07479  0.348
H -2.08962 -0.67012 1.57295  0.439
H 2.19855 1.35869 2.53414  0.305
H 2.46233 2.76265 4.58517  0.438
H 0.78430 2.41708 5.02372  0.369
H 1.13951 3.33810 3.56093  0.244
H 1.98243 -0.87558 3.68936  0.400
H 1.32650 -0.05717 5.10862  0.305
H 3.00250 0.22717 4.62125  0.413
H 2.16788 -0.35658 1.30764  0.343
H 2.19498 -2.18675 -0.30270  0.448

Atomic forces in eV per Å
C -0.2 -0.1 0.1
C 0.0 0.2 -0.2
C 0.2 -0.2 0.3
C -0.4 0.2 -0.3
C 0.4 -0.1 0.2
C -0.4 0.2 -0.2
C 0.4 -0.2 0.2
C -0.3 0.2 -0.2
N -0.1 -0.1 -0.1
C -0.1 -0.5 0.1
C 0.2 0.3 0.2
C -0.2 0.5 -0.2
O 0.2 -0.2 0.0
C 0.0 -0.2 0.2
C 0.2 -0.1 0.0
C 0.1 0.1 0.1
C 0.1 0.2 0.2
S 0.2 0.2 0.2
C -0.4 -0.3 -0.2
C -0.1 -0.1 -0.2
C 0.1 0.0 -0.1
C 0.0 0.1 0.0
C -0.1 -0.2 -0.1
H 0.1 0.1 0.1
H 0.2 0.0 0.0
H 0.1 0.1 -0.1
H 0.0 0.0 0.1
H -0.1 0.0 0.0
H -0.1 0.0 -0.1
H -0.1 0.1 -0.1
H 0.1 0.0 0.0
H 0.1 -0.1 0.1
H -0.1 0.0 0.0
H -0.1 0.1 -0.1
H 0.1 0.0 0.1
H 0.1 0.0 0.0
H -0.1 0.0 -0.1
H -0.1 0.0 -0.1
H 0.1 0.0 0.1
H 0.0 0.0 0.0
H 0.0 0.0 0.0
H 0.0 0.0 0.1
H 0.1 -0.2 -0.1
H 0.0 0.0 -0.1
H -0.1 0.0 0.0
H 0.0 0.1 0.0
H 0.0 0.0 0.0
H -0.1 -0.1 0.0
H -0.1 0.0 0.1
H 0.0 0.0 0.1
H 0.1 0.0 0.1
H 0.0 0.0 0.1
H 0.0 0.1 0.0
H 0.0 -0.1 0.0
H 0.0 0.0 0.1
H 0.1 0.0 0.1
H 0.1 0.1 0.1
H 0.1 0.0 0.0

Properties
HOMO energy in eV: -7.889
Energy above the lowest of the compared OMol25 structures with the same formula, charge and spin in kJ/mol: 8.4
SMILES: CCCCCCCCN[C@H](C)[C@@H](O)c1ccc(SC(C)C)cc1
DFT total energy in a.u.: -1311.27067

# 3
Density functional theory data (ωB97M-V/def2-TZVPD) for 2 unconnected molecules or ions with the total composition C4H13N3O.

Each line ends with the Mulliken charge.
CARTESIAN COORDINATES (ANGSTROEM)
C 0.84965 -3.29593 0.16925  -1.429
C 0.46932 -1.93063 -0.38775  0.376
N 1.17957 -0.81229 0.40557  -0.405
O 1.03244 -1.61537 -1.59791  -0.771
H 0.42961 -3.46795 1.16412  0.365
H 1.93712 -3.39151 0.21198  0.329
H 0.47761 -4.06213 -0.51078  0.348
H -0.62074 -1.77280 -0.33708  0.259
H 1.67939 -0.80787 -0.76188  0.470
H 1.58236 -1.05919 1.30612  0.254
H 0.58617 0.02236 0.48044  0.336
C -0.84153 1.07250 -1.59137  -0.523
N -0.69702 1.37421 -0.36186  -0.115
N -1.45086 2.36683 0.19207  -0.460
C -0.84917 3.00766 1.34831  -0.751
H -0.27066 0.23464 -1.98026  0.382
H -1.52380 1.61622 -2.25167  0.238
H -1.84809 3.01841 -0.48243  0.258
H -0.60663 2.24529 2.08892  0.232
H -1.57876 3.68948 1.78638  0.329
H 0.06404 3.56808 1.10983  0.278

Atomic forces in eV per Å
C 0.0 0.1 -0.1
C 0.3 0.3 0.5
N -0.5 -0.1 0.2
O 0.4 0.5 0.2
H 0.0 0.0 0.0
H 0.0 0.0 0.0
H 0.0 0.0 0.0
H 0.1 0.0 0.0
H -0.2 -0.8 -0.7
H 0.1 0.0 -0.2
H 0.0 -0.2 0.0
C -0.1 0.1 0.2
N 0.1 -0.1 -0.2
N -0.2 0.1 -0.1
C 0.0 0.0 -0.1
H 0.0 0.0 0.0
H 0.0 0.0 0.1
H 0.1 -0.1 0.0
H 0.0 0.0 0.0
H 0.0 0.0 0.0
H -0.1 0.0 0.0

Properties
HOMO energy in eV: -8.728
Energy above the lowest of the compared OMol25 structures with the same formula, charge and spin in kJ/mol: 384.5
SMILES: C[C@@H]([NH3+])[O-].C=NNC
DFT total energy in a.u.: -399.60083